C5H6O2 as an isolated structure. Source: the OMol25 dataset; level of theory: ωB97M-V with the def2-TZVPD basis set.

E ... -344.4806 Eh
HOMO energy ... -10.05 eV
Orbital gap ... 10.28 eV
ΔE to the lowest compared entry with this formula, charge and spin ... 3.300 eV
F_max ... 7.8 eV/A

Geometry as XYZ:
```
13
C5H6O2 (ωB97M-V with the def2-TZVPD basis set)
C 1.63 0.44 0.31
C 0.24 0.65 -0.41
C -1.70 0.22 0.71
C -1.42 -0.86 -0.38
C -0.23 -0.61 -1.10
H 1.93 1.14 1.23
H 1.41 -0.54 0.69
H 2.42 0.59 -0.44
H 0.44 1.59 -1.02
H -1.87 -2.11 -0.17
H 0.51 -1.44 -1.54
O -0.78 1.09 0.63
O -2.58 -0.16 1.50
```

***

One molecule with the formula C5H2O. Source: the OMol25 dataset; level of theory: ωB97M-V with the def2-TZVPD basis set.

E ... -266.7943 Eh
HOMO energy ... -9.68 eV
SMILES string ... C#CC=C=C=O
Orbital gap ... 8.93 eV
ΔE to the lowest compared entry with this formula, charge and spin ... 0.665 eV
F_max ... 1.8 eV/A

Geometry as XYZ:
```
8
C5H2O (ωB97M-V with the def2-TZVPD basis set)
C -1.55 0.93 0.22
C -0.42 0.53 0.11
C 1.00 0.44 0.03
C 1.61 -0.75 -0.19
C 0.57 -1.61 -0.29
O -0.23 -2.44 -0.38
H -2.44 1.49 0.35
H 1.48 1.41 0.17
```

***

A 3-piece molecular cluster, C5H13NO2 overall. Source: the OMol25 dataset; level of theory: ωB97M-V with the def2-TZVPD basis set.

E ... -403.4751 Eh
HOMO energy ... -8.78 eV
SMILES string ... C=N/C=C/CC.O.O
Orbital gap ... 9.39 eV
ΔE to the lowest compared entry with this formula, charge and spin ... 2.762 eV
F_max ... 2.3 eV/A

Geometry as XYZ:
```
21
C5H13NO2 (ωB97M-V with the def2-TZVPD basis set)
C -0.88 -1.65 2.06
N -1.09 -0.97 1.02
C -0.60 -1.36 -0.21
C 0.45 -1.00 -0.96
C 0.64 -1.41 -2.39
C 0.80 -0.09 -3.20
H -1.45 -1.50 2.98
H -0.13 -2.41 2.21
H -1.28 -2.03 -0.76
H 1.23 -0.35 -0.58
H 1.59 -1.94 -2.56
H -0.12 -2.06 -2.81
H -0.16 0.36 -3.44
H 1.29 -0.28 -4.16
H 1.54 0.61 -2.77
O -0.98 1.55 3.26
H -1.29 1.10 2.46
H -0.17 1.95 2.95
O 1.21 3.39 0.23
H 0.49 3.27 -0.41
H 1.90 3.75 -0.36
```

***

A 4-piece molecular cluster, C11H22F4O6S4 overall. Source: the OMol25 dataset; level of theory: ωB97M-V with the def2-TZVPD basis set.

E ... -2875.9334 Eh
HOMO energy ... -8.65 eV
Orbital gap ... 9.06 eV
F_max ... 0.9 eV/A

Geometry as XYZ:
```
47
C11H22F4O6S4 (ωB97M-V with the def2-TZVPD basis set)
O -2.70 -3.94 0.27
C -2.47 -2.78 0.39
F -1.40 -2.36 1.07
C -3.35 -1.69 -0.13
C -2.70 -0.32 -0.42
O -1.33 -0.46 -0.74
C -0.90 0.31 -1.78
O -1.46 0.37 -2.84
S 0.56 1.21 -1.50
C -2.89 0.63 0.77
F -4.10 1.23 0.68
F -1.95 1.60 0.81
F -2.85 -0.05 1.94
H -3.80 -2.06 -1.04
H -4.14 -1.60 0.62
H -3.24 0.12 -1.26
H 0.93 0.81 -0.28
C 4.13 5.04 -0.63
S 2.75 3.96 -1.03
O 3.20 2.57 -0.76
C 2.82 4.20 -2.81
H 4.28 4.99 0.44
H 5.02 4.68 -1.15
H 3.89 6.06 -0.93
H 3.80 3.91 -3.17
H 2.61 5.24 -3.04
H 2.06 3.56 -3.25
C -5.07 -2.70 5.43
S -4.29 -1.56 4.27
O -4.44 -2.18 2.92
C -2.60 -1.87 4.80
H -6.13 -2.69 5.23
H -4.67 -3.70 5.28
H -4.88 -2.35 6.45
H -2.38 -2.93 4.69
H -2.49 -1.56 5.83
H -1.95 -1.29 4.16
C 4.58 -2.49 -3.29
S 4.10 -1.43 -1.91
O 2.67 -1.70 -1.65
C 4.18 0.11 -2.82
H 4.54 -3.52 -2.93
H 3.87 -2.36 -4.11
H 5.59 -2.25 -3.60
H 3.51 0.06 -3.68
H 5.21 0.28 -3.15
H 3.87 0.91 -2.15
```

***

C24H20F6N6O10S4Y as an isolated structure. Source: the OMol25 dataset; level of theory: ωB97M-V with the def2-TZVPD basis set.

E ... -4238.1902 Eh
HOMO energy ... -5.14 eV
Orbital gap ... 7.66 eV
ΔE to the lowest compared entry with this formula, charge and spin ... 0.322 eV
F_max ... 0.7 eV/A
Charge ... -1

Geometry as XYZ:
```
71
C24H20F6N6O10S4Y (ωB97M-V with the def2-TZVPD basis set)
Y -0.42 0.08 0.27
O 1.46 -2.23 -3.06
C 1.02 -1.85 -1.98
O 0.14 -0.95 -1.76
C 1.58 -2.46 -0.70
C 2.47 -3.52 -0.64
C 2.89 -3.96 0.61
C 2.42 -3.33 1.75
C 1.53 -2.28 1.60
N 1.14 -1.86 0.41
C 0.87 -1.52 2.74
O 1.29 -1.65 3.89
O -0.09 -0.79 2.35
H 2.80 -3.98 -1.56
H 3.58 -4.79 0.69
H 2.72 -3.63 2.75
S 0.15 4.96 0.84
C -1.29 4.60 1.69
C -1.57 3.26 1.67
C -0.62 2.46 0.95
C 0.37 3.27 0.45
C 1.50 2.80 -0.33
C 2.52 3.65 -0.77
C 3.59 3.14 -1.46
C 3.64 1.77 -1.71
C 2.58 1.00 -1.26
N 1.53 1.48 -0.61
H -1.85 5.40 2.15
H -2.45 2.85 2.15
H 2.45 4.71 -0.55
H 4.38 3.79 -1.81
H 4.46 1.31 -2.23
H 2.59 -0.07 -1.44
F -3.58 -2.85 -2.72
C -4.02 -2.82 -1.46
F -3.32 -3.69 -0.75
F -5.30 -3.20 -1.45
S -3.86 -1.10 -0.82
O -2.43 -0.86 -0.86
O -4.69 -0.35 -1.72
N -4.49 -1.20 0.61
S -3.67 -0.84 1.91
O -4.56 -0.57 2.99
O -2.57 0.08 1.69
C -2.85 -2.44 2.33
F -3.76 -3.42 2.36
F -2.27 -2.38 3.52
F -1.95 -2.76 1.40
N 1.29 1.06 5.31
C 1.14 1.53 3.93
C 2.35 1.10 3.14
O 3.46 0.96 3.86
O 2.33 0.90 1.95
H 0.65 1.54 5.93
H 3.15 1.03 4.80
H 1.05 0.07 5.32
H 1.12 2.63 3.91
H 0.25 1.17 3.42
C 0.92 0.99 -4.06
N -0.46 0.54 -4.19
C -0.89 -0.42 -5.07
C -2.19 -0.66 -4.81
N -2.53 0.18 -3.77
C -1.47 0.91 -3.36
S -1.43 1.99 -2.06
H 1.24 1.45 -5.00
H 1.55 0.14 -3.81
H 0.95 1.73 -3.26
H -0.22 -0.88 -5.78
H -2.89 -1.35 -5.24
H -3.41 0.17 -3.26
```

***

One molecule with the formula C6H7NO. Source: the OMol25 dataset; level of theory: ωB97M-V with the def2-TZVPD basis set.

E ... -362.7295 Eh
HOMO energy ... -8.11 eV
SMILES string ... C/C=C/C=C\N=C=O
Orbital gap ... 8.87 eV
ΔE to the lowest compared entry with this formula, charge and spin ... 2.285 eV
F_max ... 5.2 eV/A

Geometry as XYZ:
```
15
C6H7NO (ωB97M-V with the def2-TZVPD basis set)
C 1.27 1.77 -0.05
C 0.65 0.45 0.26
C 1.09 -0.68 -0.32
C 0.28 -1.86 -0.11
C -1.04 -1.71 0.12
N -1.63 -0.49 0.06
C -2.54 0.27 0.03
O -3.25 1.19 0.01
H 2.10 1.74 -0.61
H 1.46 2.23 0.82
H 0.64 2.50 -0.54
H 0.03 0.59 1.12
H 1.90 -0.85 -0.89
H 0.87 -2.70 -0.20
H -1.83 -2.44 0.29
```

***

One molecule with the formula C6H14O. Source: the OMol25 dataset; level of theory: ωB97M-V with the def2-TZVPD basis set.

E ... -312.2275 Eh
HOMO energy ... -9.78 eV
SMILES string ... CCCCCOC
Orbital gap ... 10.92 eV
ΔE to the lowest compared entry with this formula, charge and spin ... 0.749 eV
F_max ... 0.3 eV/A

Geometry as XYZ:
```
21
C6H14O (ωB97M-V with the def2-TZVPD basis set)
C -3.47 0.01 -0.39
C -2.24 -0.40 0.42
C -0.94 -0.21 -0.35
C 0.31 -0.46 0.49
C 1.59 -0.08 -0.23
O 2.64 -0.03 0.71
C 3.75 0.69 0.23
H -4.39 -0.11 0.19
H -3.56 -0.58 -1.30
H -3.40 1.07 -0.69
H -2.20 0.19 1.34
H -2.33 -1.45 0.73
H -0.93 -0.86 -1.24
H -0.90 0.82 -0.74
H 0.36 -1.51 0.82
H 0.26 0.15 1.41
H 1.82 -0.80 -1.03
H 1.47 0.91 -0.70
H 4.19 0.23 -0.66
H 4.49 0.71 1.03
H 3.47 1.72 -0.03
```

***

One molecule with the formula CH2FNOS. Source: the OMol25 dataset; level of theory: ωB97M-V with the def2-TZVPD basis set.

E ... -667.3451 Eh
HOMO energy ... -10.20 eV
SMILES string ... O=C(F)NS
Orbital gap ... 10.61 eV
ΔE to the lowest compared entry with this formula, charge and spin ... 0.140 eV
F_max ... 3.0 eV/A

Geometry as XYZ:
```
7
CH2FNOS (ωB97M-V with the def2-TZVPD basis set)
O 2.41 -0.35 -1.26
C 1.88 -0.39 -0.18
F 2.54 -0.89 0.95
N 0.60 0.02 0.30
S -0.36 1.18 -0.55
H 0.28 -0.18 1.29
H -1.48 0.48 -1.09
```

***

A 3-piece molecular cluster, C6H12O3 overall. Source: the OMol25 dataset; level of theory: ωB97M-V with the def2-TZVPD basis set.

E ... -461.3540 Eh
HOMO energy (spin up / spin down) ... -7.11 / -6.36 eV
Orbital gap (spin up / spin down) ... 7.65 / 6.45 eV
ΔE to the lowest compared entry with this formula, charge and spin ... 5.766 eV
F_max ... 2.6 eV/A

Geometry as XYZ:
```
21
C6H12O3 (ωB97M-V with the def2-TZVPD basis set)
C 1.26 -1.53 0.20
C -0.37 0.38 0.26
C -0.76 -0.80 -0.31
C 2.48 -0.70 -0.01
C 0.20 1.54 -0.48
C -2.82 0.72 0.09
O -2.96 1.79 -0.77
O 1.11 -2.10 1.45
O -3.78 0.30 0.69
H -3.89 2.09 -0.72
H 1.39 -1.48 2.13
H 1.10 -2.30 -0.55
H -0.32 0.42 1.35
H -1.26 -1.55 0.28
H -0.82 -0.87 -1.39
H 3.39 -1.32 0.08
H 2.49 -0.26 -1.01
H 2.57 0.10 0.73
H 0.31 1.32 -1.55
H 1.15 1.87 -0.06
H -0.49 2.38 -0.39
```

***

One molecule with the formula C6H8. Source: the OMol25 dataset; level of theory: ωB97M-V with the def2-TZVPD basis set.

E ... -233.1290 Eh
Spin multiplicity ... 3
<S²> ... 2.007
HOMO energy (spin up / spin down) ... -4.91 / -9.67 eV
Orbital gap (spin up / spin down) ... 6.14 / 7.73 eV
ΔE to the lowest compared entry with this formula, charge and spin ... 3.210 eV
F_max ... 12.9 eV/A

Geometry as XYZ:
```
14
C6H8 (ωB97M-V with the def2-TZVPD basis set)
C 2.07 0.24 -0.25
C 1.19 1.18 0.06
C -2.27 0.17 0.07
C -1.10 -0.06 -0.45
C 1.12 -0.91 0.02
C 0.11 0.13 0.44
H 3.05 0.43 -0.57
H 1.08 2.30 0.15
H -3.16 0.17 -0.52
H -2.42 0.42 1.08
H -0.97 -0.14 -1.45
H 0.92 -1.41 -0.82
H 1.66 -1.49 0.78
H -0.29 0.05 1.42
```

***

One molecule with the formula C2H2FNO3S. Source: the OMol25 dataset; level of theory: ωB97M-V with the def2-TZVPD basis set.

E ... -855.6735 Eh
HOMO energy ... -10.91 eV
SMILES string ... C#CN(O)S(=O)(=O)F
Orbital gap ... 10.11 eV
F_max ... 7.6 eV/A

Geometry as XYZ:
```
10
C2H2FNO3S (ωB97M-V with the def2-TZVPD basis set)
C 2.24 -0.40 0.31
C 1.11 0.27 0.50
N -0.24 0.95 0.57
O -0.30 1.74 -0.56
S -1.39 -0.36 0.19
O -2.79 -0.06 0.67
O -1.33 -0.68 -1.31
F -0.72 -1.74 0.96
H 2.99 -1.13 -0.19
H 0.42 1.40 -1.15
```

***

A 2-piece molecular cluster, C4H11N3O2 overall. Source: the OMol25 dataset; level of theory: ωB97M-V with the def2-TZVPD basis set.

E ... -473.7612 Eh
HOMO energy ... -8.93 eV
SMILES string ... [H]/N=C(\N)NC.CC(=O)O
Orbital gap ... 9.29 eV
ΔE to the lowest compared entry with this formula, charge and spin ... 1.132 eV
F_max ... 1.8 eV/A

Geometry as XYZ:
```
20
C4H11N3O2 (ωB97M-V with the def2-TZVPD basis set)
H -0.65 -0.31 1.76
N 0.10 -0.14 1.10
C 1.29 -0.24 1.58
N 1.52 -0.51 2.94
N 2.40 -0.10 0.84
C 2.28 0.17 -0.62
H 2.49 -0.70 3.11
H 0.89 -1.20 3.30
H 3.27 0.06 1.29
H 1.93 1.19 -0.70
H 1.44 -0.41 -0.98
H 3.19 -0.07 -1.15
C -3.40 0.56 -1.55
C -2.06 -0.08 -1.94
O -2.01 -0.64 -3.02
O -1.03 0.11 -1.18
H -3.24 1.63 -1.70
H -3.77 0.34 -0.55
H -4.14 0.29 -2.29
H -0.47 0.04 -0.26
```

***

Among the records above, which one has the lowest E?
C24H20F6N6O10S4Y

***

Which value of E does entry 9 give?
-461.3540 Eh